C3H4N2O2 | wB97M-V/def2-TZVPD

## Properties
spin multiplicity: 3
DFT total energy: -10244.3277 eV

Last column: Löwdin charge in e.
Positions of all 11 atoms, in Å:
C: -2.1499 -1.2970 0.1148  -0.26
C: -1.7162 0.1585 0.0159  -0.37
C: 0.3416 1.5880 0.9183  -0.11
N: 0.8514 0.2407 1.0343  0.14
N: -0.5009 0.4954 0.9545  0.08
O: -1.4195 -2.2073 0.4974  -0.03
O: -2.3873 1.0766 -0.3607  0.08
H: -3.1908 -1.3694 -0.1492  0.10
H: 0.6164 1.9736 1.8926  0.12
H: 0.2788 2.2446 0.1274  0.11
H: 1.3798 -0.0621 0.2242  0.14



C4H8O | wB97M-V/def2-TZVPD

## Properties
DFT total energy: -6324.8403 eV
SMILES string: CC(C)C=O

Last column: Löwdin charge in e.
Positions of all 13 atoms, in Å:
C: -0.0226 -1.0677 0.9142  -0.07
C: -0.2730 -0.1276 -0.2890  -0.39
C: 1.0058 0.3632 -0.9620  -0.08
C: -1.1084 1.0275 0.2191  -0.26
O: -0.7284 2.1718 0.2878  0.06
H: 0.9666 -1.5288 0.8418  0.08
H: -0.0533 -0.5195 1.8631  0.08
H: -0.7640 -1.8693 0.9769  0.08
H: -0.8854 -0.6665 -1.0266  0.14
H: 0.7806 1.1505 -1.6883  0.08
H: 1.5012 -0.4596 -1.4892  0.08
H: 1.7043 0.7796 -0.2291  0.09
H: -2.1235 0.7465 0.5814  0.13



C27H26N3O2PdTe | wB97M-V/def2-TZVPD

## Properties
DFT total energy: -47760.5434 eV
charge: -1

Last column: Löwdin charge in e.
Positions of all 60 atoms, in Å:
Pd: -0.2068 -0.1755 0.5346  0.13
C: -2.5375 -1.2497 -2.0760  -0.06
C: -3.2724 -1.3922 -0.7808  -0.31
C: -4.6492 -1.5825 -0.7576  -0.04
C: -5.2703 -1.7583 0.4653  -0.08
C: -4.5121 -1.6913 1.6150  -0.03
C: -3.1445 -1.4208 1.5157  -0.20
N: -2.5412 -1.3155 0.3343  0.14
C: -2.3069 -1.1850 2.7278  -0.19
C: -2.9237 -1.0611 3.9664  -0.03
C: -2.1681 -0.7843 5.0894  -0.07
C: -0.8085 -0.6287 4.9255  -0.03
C: -0.2435 -0.7820 3.6631  -0.20
N: -0.9723 -1.0693 2.5669  0.12
C: 1.2157 -0.5727 3.4929  -0.20
C: 2.0864 -0.5850 4.5873  -0.04
C: 3.4034 -0.2224 4.4028  -0.08
C: 3.8313 0.1187 3.1313  -0.04
C: 2.9285 0.0311 2.0789  -0.31
C: 3.3428 0.3472 0.6769  -0.07
N: 1.6479 -0.3080 2.2610  0.14
H: -3.1334 -1.5872 -2.9259  0.08
H: -1.6020 -1.8025 -2.0188  0.06
H: -2.2800 -0.1989 -2.2096  0.06
H: -5.2119 -1.6037 -1.6822  0.10
H: -6.3358 -1.9452 0.5243  0.10
H: -4.9852 -1.8577 2.5712  0.09
H: -3.9952 -1.1453 4.0597  0.09
H: -2.6320 -0.6758 6.0616  0.10
H: -0.1952 -0.3493 5.7693  0.10
H: 1.7432 -0.8862 5.5669  0.09
H: 4.0879 -0.1985 5.2423  0.10
H: 4.8489 0.4399 2.9488  0.10
H: 4.4268 0.4263 0.5804  0.08
H: 2.8764 1.2912 0.3825  0.07
H: 2.9599 -0.4285 0.0159  0.04
C: -1.6478 4.0814 1.3800  -0.05
C: -0.9502 2.7813 0.9462  -0.79
O: 0.2668 2.8529 0.6869  -0.14
O: -1.6960 1.7579 0.9082  -0.14
H: -1.0489 4.9504 1.1091  0.05
H: -1.7741 4.0595 2.4659  0.06
H: -2.6402 4.1447 0.9306  0.06
C: 2.6866 0.1195 -2.5037  -0.43
Te: 0.7355 0.7495 -1.7496  1.37
C: 0.1705 -0.0597 -3.7036  -0.43
C: 1.3601 0.1282 -4.6040  -0.30
C: 1.2563 0.2059 -5.9903  -0.05
C: 2.3894 0.3544 -6.7802  -0.11
C: 3.6416 0.4250 -6.1837  -0.11
C: 3.7522 0.3501 -4.8010  -0.05
C: 2.6204 0.2056 -4.0034  -0.29
H: 2.8700 -0.9078 -2.1821  0.06
H: 3.4780 0.7515 -2.1028  0.05
H: -0.7150 0.4364 -4.0995  0.05
H: -0.0545 -1.1222 -3.5946  0.05
H: 0.2756 0.1576 -6.4524  0.11
H: 2.2940 0.4229 -7.8577  0.09
H: 4.5297 0.5458 -6.7932  0.09
H: 4.7284 0.4177 -4.3322  0.11